Record 1
A cluster of 10 separate species, C28H78N2O12 in total at a distorted geometry. Source: the OMol25 dataset; level of theory: ωB97M-V/def2-TZVPD.

The calculation puts the largest force on an atom at 3.9 eV/A. The energy above the lowest of the compared OMol25 structures with the same formula, charge and spin comes out at 234.7 kJ/mol. The LUMO energy is 0.671 eV. Its HOMO energy is -8.8 eV. As for the SMILES: COCCNCCOC.COCCNCCOC.CC(C)O.CC(C)O.CC(C)O.CC(C)O.CO.CO.CO.CO. The calculation puts the total energy at -2125.73780 hartree.

The geometry in XYZ format:
```
120
Properties=species:S:1:pos:R:3:mulliken_charge:R:1
C -5.6552 1.1771 -0.8730 -0.5836
O -5.5406 1.7016 0.4292 -0.3970
C -5.3648 0.6267 1.4680 -0.9208
C -3.8963 0.4843 1.9475 0.0566
N -3.6922 1.4159 3.0984 -0.1850
C -3.7916 0.7672 4.4092 -0.6205
C -3.9430 1.6246 5.6383 -0.4210
O -5.1682 2.3257 5.6976 -0.3394
C -5.3430 2.9856 6.8804 -0.7815
H -6.4833 0.4725 -0.9501 0.3650
H -4.7128 0.7447 -1.2089 0.1440
H -5.8292 2.0492 -1.5034 0.2489
H -5.7732 -0.2662 0.9947 0.3459
H -6.0897 0.7634 2.2705 0.4398
H -3.3506 0.9854 1.1480 -0.1649
H -3.5586 -0.5463 2.0562 0.3587
H -4.3220 2.2006 3.0101 0.3186
H -2.8393 0.2421 4.4834 0.2200
H -4.6377 0.0810 4.4464 0.3387
H -3.1475 2.3694 5.6139 0.0438
H -3.8404 1.0612 6.5657 0.5097
H -6.1791 3.6534 6.6729 0.2459
H -4.4458 3.5009 7.2233 0.2989
H -5.7292 2.2433 7.5789 0.3067
C 2.3480 0.8358 -2.2915 -0.9344
O 2.1259 0.0100 -3.4330 -0.0383
C 1.7393 0.6188 -4.6512 -0.8496
C 1.5195 -0.3692 -5.8748 -0.4384
N 2.8735 -0.8593 -6.2744 -0.4411
C 2.8389 -2.2562 -6.7910 -0.4155
C 4.0924 -3.1343 -6.4695 -0.4928
O 5.1376 -2.9476 -7.4490 -0.4404
C 4.9340 -3.6938 -8.6432 -0.7204
H 3.2864 1.3708 -2.4377 0.4520
H 2.4712 0.2561 -1.3767 -0.0127
H 1.4850 1.4381 -2.0076 0.5076
H 2.4744 1.3499 -4.9876 0.3776
H 0.7714 1.1130 -4.5667 0.4410
H 0.9089 0.0208 -6.6892 0.3680
H 1.0252 -1.2119 -5.3915 0.2389
H 3.4971 -0.9079 -5.4814 0.2622
H 2.9546 -2.1627 -7.8708 0.2499
H 1.8753 -2.7365 -6.6212 0.4011
H 3.7374 -4.1538 -6.3188 0.3277
H 4.5671 -2.8699 -5.5246 0.3009
H 4.3718 -4.5887 -8.3765 0.3237
H 5.8234 -3.7515 -9.2706 0.2734
H 4.3016 -3.0582 -9.2631 0.2697
C 2.6890 4.0385 2.1953 -0.9216
C 3.2349 3.4647 0.8788 0.3878
C 4.3137 2.3532 1.0137 -1.0553
O 2.0754 3.0181 0.1783 -0.5385
H 1.8170 4.6801 2.0692 0.2591
H 3.4533 4.6685 2.6503 0.4773
H 2.2882 3.2314 2.8085 -0.0627
H 3.6717 4.2313 0.2388 0.3685
H 4.7228 2.0314 0.0560 0.3016
H 3.8921 1.4237 1.3963 0.1058
H 5.2506 2.7087 1.4426 0.4052
H 1.9193 2.1527 0.5634 0.0782
C -1.4812 -3.5073 0.2695 -0.6708
C -2.1143 -3.3211 -1.1346 0.4711
C -3.6810 -3.4698 -1.0113 -1.3231
O -1.7825 -2.0245 -1.6055 -0.1238
H -1.6408 -4.5386 0.5843 0.5643
H -1.9421 -2.7635 0.9194 -0.0743
H -0.3991 -3.3757 0.2689 0.0000
H -1.8311 -4.0852 -1.8584 0.2623
H -4.0165 -4.4385 -0.6409 0.4005
H -4.0270 -3.1906 -2.0065 0.3829
H -4.0606 -2.7295 -0.3070 0.0911
H -0.8788 -2.1159 -1.9163 0.2657
C 2.8990 0.1637 4.5328 -0.9709
C 2.5128 -1.0922 3.7501 0.5120
C 1.0861 -1.6067 3.9284 -0.9195
O 2.5522 -0.8048 2.4330 -0.3550
H 2.1701 0.9734 4.4976 -0.0714
H 3.8407 0.6130 4.2172 0.3148
H 3.0046 -0.0073 5.6041 0.4501
H 3.2626 -1.8677 3.9060 0.3124
H 0.3092 -0.8534 3.7974 -0.0679
H 1.0948 -2.0355 4.9305 0.4484
H 0.7863 -2.4348 3.2861 0.2966
H 1.8765 -0.1331 2.3157 -0.0089
C 2.7385 -3.5627 -3.0330 -1.3655
C 2.0515 -3.2495 -1.6975 0.6547
C 3.0344 -2.8338 -0.5516 -1.2332
O 0.9721 -2.2832 -1.8202 -0.3998
H 2.1601 -4.1545 -3.7424 0.3635
H 3.6728 -4.1223 -2.9890 0.5080
H 3.0432 -2.6257 -3.4992 0.1769
H 1.5850 -4.1789 -1.3709 0.3162
H 3.5488 -1.9081 -0.8097 0.2125
H 3.7716 -3.5609 -0.2110 0.4640
H 2.5223 -2.5587 0.3704 0.1429
H 1.3424 -1.5503 -2.3175 -0.0445
C -0.1118 0.1041 0.4250 1.2784
O 0.5267 0.8148 1.5203 0.7635
H -0.1747 -0.9705 0.5967 -0.0360
H -1.1098 0.5137 0.2689 -0.2569
H 0.4516 0.2960 -0.4881 -1.0619
H -0.0494 1.5497 1.7433 -0.2899
C -0.1861 3.2248 5.1553 -0.7657
O -0.4844 1.9620 4.6687 -0.4339
H 0.8175 3.2745 5.5779 0.2896
H -0.1918 3.9373 4.3305 0.2195
H -0.8469 3.5428 5.9617 0.2807
H -0.4522 1.8957 3.7115 0.3424
C -1.8391 3.7941 1.7171 -0.9934
O -1.4055 2.6013 2.2742 -0.2499
H -2.7479 4.1552 2.1987 0.3217
H -1.0912 4.5394 1.9879 0.2508
H -2.0743 3.8201 0.6531 0.2774
H -2.2222 2.2634 2.6490 0.3933
C -1.9802 0.8401 -2.4237 -0.0226
O -1.8312 1.4199 -3.6558 -0.5549
H -2.4433 -0.1252 -2.6281 0.3512
H -1.0108 0.6335 -1.9702 -0.2582
H -2.4924 1.4453 -1.6758 0.1005
H -2.1879 0.7249 -4.2138 0.4296
```

Record 2
A structure of composition C37H37BeF5P2 at a distorted geometry. Source: the OMol25 dataset; level of theory: ωB97M-V/def2-TZVPD.

The calculation puts the largest force on an atom at 3.2 eV/A. The energy above the lowest of the compared OMol25 structures with the same formula, charge and spin comes out at 0.0 kJ/mol. The LUMO energy is -0.998 eV. Its HOMO energy is -7.8 eV. The calculation puts the total energy at -2628.75302 hartree.

The geometry in XYZ format:
```
82
Properties=species:S:1:pos:R:3:mulliken_charge:R:1
Be 1.9008 -1.1856 -1.2767 -0.1777
C -2.6168 -0.0890 0.6869 -0.4861
C -2.9764 -0.2796 -0.5909 -0.1662
C -3.0451 0.7670 -1.6679 -1.1615
C -1.6305 0.9912 -2.2553 0.0480
C -0.6182 1.5074 -1.2768 -0.6991
C -0.8170 2.1967 -0.1452 -0.2059
C -2.1017 2.4371 0.5803 -0.8658
C -2.6312 1.2202 1.4014 -0.6466
C 2.9351 0.1752 -1.0335 -0.7124
H -2.3387 -0.9629 1.2868 0.3854
H -3.3969 -1.2518 -0.8897 0.3565
H -3.5411 1.7147 -1.4365 0.3799
H -3.6519 0.3373 -2.4779 0.4375
H -1.3152 0.0038 -2.6386 -0.1969
H -1.6311 1.6961 -3.1173 0.5514
H 0.4199 1.3639 -1.5998 0.4454
H 0.0789 2.5720 0.3962 0.2809
H -2.8773 2.8052 -0.1020 0.3153
H -1.8948 3.2529 1.2981 0.3876
H -1.9859 1.1370 2.2863 0.3352
H -3.6490 1.4662 1.7731 0.3517
H 3.3450 0.2188 -0.0069 0.2971
H 2.3309 1.0660 -1.1914 0.2005
H 3.8207 0.2251 -1.7051 0.3617
P 0.1044 -2.2029 -9.1671 0.0324
P 2.0057 0.3749 -9.4746 0.0219
C -0.5456 -0.6236 -9.7774 -0.7257
C 0.2731 0.4356 -9.9758 -0.5769
C -0.7079 -3.3816 -10.3403 0.2305
C -1.8615 -3.0876 -11.0827 0.1342
C -2.4425 -4.0680 -11.8983 -0.6025
C -1.8549 -5.3318 -12.0177 -0.4914
C -0.6621 -5.6019 -11.3337 -0.4963
C -0.0852 -4.6344 -10.5142 -0.3448
C -0.8906 -2.3509 -7.6225 0.5929
C -0.5461 -1.4796 -6.5683 -0.8301
C -1.2817 -1.5104 -5.3829 -0.2894
C -2.3540 -2.4032 -5.2412 -0.3674
C -2.6738 -3.2802 -6.2847 -0.6312
C -1.9365 -3.2685 -7.4730 -0.4882
C 2.7024 1.1102 -11.0624 0.3069
C 2.6366 0.3201 -12.2274 -0.3475
C 3.0328 0.8435 -13.4595 -0.5865
C 3.5073 2.1603 -13.5399 -0.4267
C 3.6072 2.9385 -12.3816 -0.5864
C 3.2227 2.4088 -11.1452 -0.2792
C 2.0990 1.8145 -8.3334 0.3577
C 3.2519 1.9054 -7.5226 -0.4658
C 3.4350 3.0148 -6.6982 -0.5602
C 2.4660 4.0280 -6.6522 -0.5039
C 1.2993 3.9109 -7.4191 -0.6608
C 1.1006 2.7930 -8.2395 0.0386
H -1.6315 -0.5519 -9.9214 0.5342
H -0.0629 1.3485 -10.4846 0.8114
H -2.3254 -2.1065 -11.0290 0.1892
H -3.3593 -3.8440 -12.4426 0.3821
H -2.3158 -6.0992 -12.6429 0.3666
H -0.1852 -6.5774 -11.4400 0.3720
H 0.8488 -4.8437 -9.9875 0.3610
H 0.2739 -0.7660 -6.6929 0.3777
H -1.0252 -0.8342 -4.5668 0.4525
H -2.9315 -2.4263 -4.3120 0.4171
H -3.5042 -3.9792 -6.1872 0.3663
H -2.1882 -3.9447 -8.2924 0.2965
H 2.2502 -0.6972 -12.1692 0.3958
H 2.9716 0.2311 -14.3612 0.3637
H 3.8051 2.5757 -14.5025 0.3530
H 3.9853 3.9613 -12.4359 0.3675
H 3.3057 3.0244 -10.2493 0.2804
H 3.9968 1.1051 -7.5599 0.3686
H 4.3399 3.0881 -6.0910 0.3999
H 2.6212 4.9008 -6.0159 0.3989
H 0.5379 4.6905 -7.3787 0.3976
H 0.1742 2.6945 -8.8084 0.3388
F -0.2648 -2.2866 -0.2213 -0.3201
C 0.7869 -1.4755 0.1918 0.7136
F 0.2579 -0.5217 1.0328 -0.1877
C 1.7700 -2.3020 0.9641 0.6433
F 1.1948 -3.1638 1.8234 -0.2513
F 2.5042 -3.0438 0.0501 -0.2578
F 2.6546 -1.5573 1.6800 -0.2012
```

Record 3
A cluster of 2 separate species, C3H7N2O in total at a distorted geometry. Source: the OMol25 dataset; level of theory: ωB97M-V/def2-TZVPD.

The calculation puts the largest force on an atom at 6.0 eV/A. The net charge is +1. The energy above the lowest of the compared OMol25 structures with the same formula, charge and spin comes out at 757.2 kJ/mol. The LUMO energy (alpha / beta) is -4.804 / -6.301 eV. Its HOMO energy (alpha / beta) is -13.9 / -13.0 eV. The calculation puts the total energy at -302.75160 hartree.

The geometry in XYZ format:
```
13
Properties=species:S:1:pos:R:3:mulliken_charge:R:1
C -2.8147 0.1735 -1.2668 -0.2105
C -1.1702 1.2602 0.1561 -0.1153
C 1.9141 -1.2073 0.7452 -0.4699
N -2.0833 0.7082 -0.4182 -0.0025
N 1.0420 0.4446 -0.6545 -0.2904
O 1.9702 0.1681 0.1979 -0.0373
H -2.9030 0.8684 -2.1146 0.2647
H -3.3840 -0.7775 -1.1383 0.2836
H -0.9256 1.8898 0.8716 0.4586
H 2.9926 -1.4419 0.6813 0.2701
H 1.4982 -1.8841 0.0301 0.3035
H 1.5151 -1.0562 1.7613 0.2578
H 1.2273 1.4353 -1.0535 0.2877
```